# C21H31N3O4

An isolated molecule of C21H31N3O4 (ωB97M-V/def2-TZVPD, the Open Molecules 2025 dataset).

Cartesian coordinates (Å):
1 C -2.247 -1.798 1.689
2 H 2.825 -0.962 1.578
3 C 3.869 0.035 0.002
4 O -1.209 1.437 -1.031
5 C 3.801 -1.156 -0.917
6 H -1.984 -2.366 2.583
7 H -4.272 -2.598 1.598
8 H -4.188 -2.676 -0.658
9 H 0.203 -2.751 1.482
10 H 0.175 -2.984 -1.563
11 N -3.894 1.131 -0.739
12 C -3.765 -1.630 1.612
13 C 0.112 3.760 -0.787
14 H 0.531 -4.240 -0.373
15 H 0.473 3.086 -1.572
16 H 1.244 0.129 -1.046
17 C 0.601 -3.171 -0.579
18 H 0.130 -1.330 0.444
19 H 2.108 -0.190 -2.556
20 C 3.297 -0.041 1.268
21 C -3.726 -1.689 -0.769
22 H 4.929 1.287 -1.372
23 C 2.073 -2.801 -0.545
24 N 2.433 -1.613 -1.092
25 H 0.677 -1.135 -2.143
26 C 0.768 3.423 0.543
27 O -4.046 1.052 1.519
28 C 4.482 1.216 -0.391
29 N -4.104 -0.915 0.394
30 H -3.788 3.094 -1.465
31 C -3.357 2.467 -0.681
32 H 0.393 4.079 1.324
33 H -4.125 -1.047 2.461
34 H 1.845 3.540 0.461
35 H 4.229 -0.909 -1.895
36 O 2.893 -3.533 -0.019
37 H 0.302 4.796 -1.071
38 H 4.356 -1.995 -0.487
39 C 3.341 1.043 2.124
40 H 5.022 3.211 0.156
41 C 4.534 2.300 0.470
42 C -1.841 2.444 -0.822
43 H 0.553 2.393 0.818
44 H -1.807 -0.802 1.780
45 O -1.314 3.655 -0.709
46 H -1.964 -3.543 0.455
47 C 1.562 -0.659 -1.735
48 H -4.131 -1.246 -1.680
49 C 3.963 2.216 1.728
50 C -3.983 0.449 0.464
51 C -2.204 -1.834 -0.833
52 H 4.003 3.061 2.399
53 H -1.941 -2.433 -1.706
54 C -0.138 -2.386 0.510
55 H 2.895 0.973 3.105
56 H -1.752 -0.845 -0.941
57 C -1.666 -2.489 0.446
58 H -3.563 0.606 -1.534
59 H -3.615 2.888 0.296

Summary:
LUMO   0.638 eV
Spin multiplicity   1
Max |F|   0.59 eV/Å
Charge   0
SMILES   CCOC(=O)CNC(=O)N1CCC(CCC(=O)N(C)Cc2ccccc2)CC1
Energy above the lowest of the compared OMol25 structures with the same formula, charge and spin   21.04 kJ/mol


# C21H31N5O3

An isolated molecule of C21H31N5O3 (ωB97M-V/def2-TZVPD, the Open Molecules 2025 dataset).

Cartesian coordinates (Å):
1 N -2.896 -1.199 0.084
2 H -7.858 -2.946 0.100
3 H 6.849 -3.803 -0.563
4 H -0.653 -0.272 2.255
5 H -1.191 -2.254 0.544
6 C 0.274 3.983 1.236
7 C 0.901 4.189 -0.146
8 H -0.273 4.886 1.508
9 H 4.123 -0.422 -2.336
10 C 3.508 0.040 -0.347
11 H 5.241 -2.516 -1.718
12 C 4.138 -1.547 1.343
13 H -9.033 -1.827 -0.583
14 H -3.452 -0.687 -1.895
15 H -5.347 0.720 -1.220
16 N -0.206 1.650 1.617
17 C 4.762 -1.926 -0.953
18 H -7.398 -0.082 -0.855
19 C 1.717 3.026 -0.568
20 H -5.694 -3.036 0.484
21 C -7.987 -2.123 -0.597
22 H -1.986 0.626 1.492
23 H -0.768 0.498 -0.697
24 C -0.609 -0.242 0.089
25 C -1.490 -1.467 -0.154
26 C 2.843 1.265 -0.727
27 C 6.014 -4.316 -0.075
28 H 1.542 5.076 -0.139
29 H 3.036 0.240 1.733
30 C -0.919 0.405 1.441
31 H -2.916 0.664 -0.855
32 O -1.861 2.964 0.802
33 C 3.517 -0.373 0.986
34 C 4.770 -2.338 0.379
35 O 5.352 -3.473 0.838
36 N -5.704 -1.190 -0.479
37 H 0.439 -0.549 0.049
38 H 5.328 -4.702 -0.835
39 N 2.194 2.074 0.172
40 H 4.155 -1.881 2.368
41 C -0.718 2.822 1.184
42 H -4.926 0.523 0.501
43 H 0.121 4.350 -0.894
44 H -1.311 -1.842 -1.180
45 C -7.111 -0.931 -0.228
46 H 6.399 -5.145 0.517
47 H -7.731 -2.468 -1.595
48 H -7.290 -0.646 0.825
49 C -3.476 -0.271 -0.872
50 C -3.680 -2.418 0.091
51 H -3.250 -3.109 0.821
52 H -5.132 -1.681 1.500
53 C -5.121 -2.108 0.480
54 C -4.919 0.031 -0.487
55 C 4.135 -0.748 -1.308
56 H 1.052 3.791 1.974
57 H 0.802 1.588 1.679
58 N 2.765 1.723 -1.950
59 H -3.676 -2.906 -0.900
60 O 2.033 2.868 -1.858

Summary:
LUMO   0.605 eV
Spin multiplicity   1
Max |F|   1.21 eV/Å
Charge   0
SMILES   CCN1CCN(CCCNC(=O)CCc2nc(-c3ccc(OC)cc3)no2)CC1
Energy above the lowest of the compared OMol25 structures with the same formula, charge and spin   250.18 kJ/mol


# C21H31NO

An isolated molecule of C21H31NO (ωB97M-V/def2-TZVPD, the Open Molecules 2025 dataset).

Cartesian coordinates (Å):
1 H 8.273 2.681 -0.585
2 H 2.436 -2.656 0.792
3 H 4.245 -2.368 -0.859
4 H -0.398 -1.674 1.258
5 C 4.927 1.106 0.648
6 C 7.319 2.411 -0.133
7 C 3.515 -0.849 0.460
8 C 3.781 0.405 0.987
9 C -4.724 0.016 -0.629
10 C -3.842 2.063 0.489
11 C 4.431 -1.393 -0.433
12 C -2.825 2.239 -0.638
13 C -3.238 1.198 1.595
14 H -2.437 -0.792 1.822
15 H -3.252 2.861 -1.428
16 H -5.624 -0.472 -1.023
17 H -4.107 3.044 0.899
18 C -4.120 -0.847 0.477
19 C -2.449 0.869 -1.203
20 H -5.542 2.004 -0.841
21 H 6.291 -1.129 -1.471
22 H -5.835 1.268 0.737
23 H 7.430 2.389 0.956
24 C 1.140 -1.229 -0.185
25 H 1.033 -0.143 -0.221
26 H 3.083 0.850 1.682
27 O 7.000 1.142 -0.647
28 H 1.929 -1.305 1.816
29 N -1.247 -1.191 -0.630
30 H -1.715 0.982 -2.007
31 H -3.960 1.078 2.408
32 H -0.978 0.599 0.334
33 H 6.566 3.158 -0.406
34 C -2.865 -0.171 1.026
35 H 1.419 -1.559 -1.187
36 C -0.246 -3.342 -0.086
37 H 5.096 2.077 1.086
38 C -0.222 -1.840 0.179
39 C 2.251 -1.581 0.809
40 H -3.447 -0.775 -2.188
41 C -3.704 0.192 -1.752
42 C -5.096 1.384 -0.059
43 H -0.094 -3.532 -1.146
44 H -1.984 -1.847 -0.854
45 H -3.883 -1.840 0.088
46 H -1.205 -3.766 0.211
47 C -1.815 0.027 -0.086
48 C 5.576 -0.709 -0.781
49 C 5.838 0.551 -0.242
50 H -4.845 -0.979 1.285
51 H 0.534 -3.846 0.478
52 H -2.351 1.685 2.006
53 H -4.131 0.809 -2.546
54 H -1.933 2.745 -0.260

Summary:
LUMO   0.800 eV
Spin multiplicity   1
Max |F|   0.56 eV/Å
Charge   0
SMILES   COc1ccc(CC[C@H](C)N[C@H]2[C@@H]3C[C@H]4C[C@@H](C3)C[C@@H]2C4)cc1
Energy above the lowest of the compared OMol25 structures with the same formula, charge and spin   0.00 kJ/mol


# C21H31NO4

An isolated molecule of C21H31NO4 (ωB97M-V/def2-TZVPD, the Open Molecules 2025 dataset).

Cartesian coordinates (Å):
1 H 0.172 3.774 0.931
2 H 1.897 -2.548 -1.569
3 C 2.011 -1.404 1.277
4 H 2.104 -3.473 0.865
5 C -2.207 2.111 -1.851
6 H -2.288 2.390 -2.904
7 C 3.041 -0.097 3.101
8 C 3.648 -0.022 4.347
9 C 0.149 -0.942 -2.422
10 H 3.950 0.930 4.756
11 H -4.896 1.107 -4.922
12 C 3.143 2.263 2.782
13 N 0.391 -1.230 -1.025
14 H 3.669 -3.298 5.172
15 H 2.583 -3.448 2.977
16 O -2.786 -0.051 -3.753
17 H 0.382 1.157 -2.146
18 C -0.373 0.486 -2.557
19 H -1.580 -1.929 -0.698
20 C 1.120 -2.461 -0.800
21 H 2.610 2.519 3.705
22 H 2.850 2.959 1.997
23 C 1.786 -2.491 0.543
24 H -0.792 0.892 0.165
25 C -5.101 0.129 -4.494
26 O 2.788 0.989 2.312
27 C 2.891 -2.485 3.353
28 C 3.497 -2.403 4.593
29 C -1.681 0.659 -1.778
30 H 4.222 2.348 2.951
31 C -3.832 -0.711 -4.466
32 C 2.654 -1.352 2.580
33 H -0.525 0.729 -3.609
34 C -1.465 0.199 -0.334
35 H -1.225 3.961 2.024
36 C -2.793 -0.169 -2.418
37 H 0.468 -3.351 -0.903
38 H -1.011 5.077 0.648
39 H -4.030 -1.678 -3.993
40 C -0.860 -1.199 -0.288
41 C -0.891 4.041 0.992
42 H -5.480 0.258 -3.483
43 H -0.578 -1.648 -2.870
44 H -0.654 -1.472 0.749
45 O -3.614 -0.812 -1.818
46 H 4.350 -1.091 6.055
47 H -0.288 2.970 -1.268
48 H 1.703 -0.449 0.878
49 O -1.681 3.159 0.244
50 C -1.363 3.159 -1.130
51 H -5.857 -0.371 -5.092
52 H 1.091 -1.035 -2.969
53 H -1.582 4.153 -1.554
54 H -3.437 -0.863 -5.473
55 H -2.418 0.201 0.195
56 H -3.204 2.144 -1.406
57 C 3.877 -1.170 5.087

Summary:
LUMO   0.753 eV
Spin multiplicity   1
Max |F|   0.54 eV/Å
Charge   0
SMILES   CCOC(=O)C1(CCOC)CCN(C/C=C/c2ccccc2OC)CC1
Energy above the lowest of the compared OMol25 structures with the same formula, charge and spin   180.51 kJ/mol


# C21H31O3V

A structure of composition C21H31O3V (ωB97M-V/def2-TZVPD, the Open Molecules 2025 dataset).

Cartesian coordinates (Å):
1 C 2.973 -2.943 0.223
2 C 4.873 -1.668 -0.105
3 H 5.910 -1.327 -0.054
4 H 5.636 0.059 2.737
5 H -4.258 4.241 -1.618
6 H -3.832 1.618 -4.321
7 H -0.722 -1.423 2.110
8 C 3.130 -2.247 3.101
9 C -1.277 -0.060 -0.892
10 H 1.760 -3.320 4.360
11 H -5.477 0.422 -0.612
12 H -6.817 1.703 -2.117
13 H -6.044 0.892 -3.524
14 H -0.298 -2.346 0.652
15 C 1.767 -2.677 3.462
16 H 1.731 -1.885 -1.322
17 H -4.789 3.114 -4.438
18 C -1.868 -0.845 0.291
19 C 4.701 0.438 2.338
20 V 3.270 -0.811 1.115
21 H -0.003 1.502 0.019
22 C 3.831 -1.145 -0.954
23 C 0.043 0.470 -0.351
24 H -2.581 -1.633 0.014
25 H -3.177 3.175 -3.687
26 C 3.462 0.551 3.055
27 C 2.498 1.157 2.196
28 C 4.503 1.020 1.036
29 H -5.691 3.439 -0.882
30 C -5.881 1.331 -2.539
31 H -1.052 -0.746 -1.716
32 H 2.309 -3.742 0.558
33 O -3.864 1.415 -1.624
34 H 1.476 1.418 2.477
35 H 1.334 -3.229 2.607
36 H 4.895 -3.411 1.296
37 H 0.860 0.431 -1.093
38 C -0.636 -1.362 1.025
39 H -2.346 -0.139 0.968
40 O 4.192 -2.471 3.615
41 H 3.318 0.316 4.107
42 H 5.273 1.174 0.285
43 H -1.922 0.738 -1.257
44 C -5.121 3.594 -1.804
45 C -4.675 2.301 -2.457
46 C 4.330 -2.758 0.628
47 O 0.379 -0.359 0.787
48 H 1.157 -1.773 3.638
49 C -4.073 2.556 -3.813
50 H 3.923 -0.323 -1.666
51 C -5.014 0.501 -1.601
52 H -4.777 -0.479 -2.023
53 C 2.659 -1.952 -0.757
54 H 2.664 1.934 0.088
55 C 3.122 1.425 0.938
56 H -5.787 4.138 -2.499

Summary:
LUMO (alpha / beta)   -4.067 / -3.509 eV
Spin multiplicity   2
Max |F|   2.72 eV/Å
Charge   +1
Energy above the lowest of the compared OMol25 structures with the same formula, charge and spin   0.00 kJ/mol
<S²>   1.0701


# C21H32BCl2F6NO5

A cluster of 2 separate species, C21H32BCl2F6NO5 in total (ωB97M-V/def2-TZVPD, the Open Molecules 2025 dataset).

Cartesian coordinates (Å):
1 O -2.367 1.435 1.061
2 C -4.309 4.447 4.522
3 C -2.692 3.114 2.604
4 O -0.758 5.883 2.295
5 H -1.127 -4.432 -2.301
6 H -0.880 -1.372 -0.418
7 H 3.217 -4.563 -4.792
8 Cl -5.213 2.084 5.707
9 H 3.593 -2.310 -1.658
10 H -2.149 3.899 3.166
11 H 1.863 -2.601 -4.945
12 N 1.848 -2.676 -2.785
13 F 2.856 3.868 2.068
14 C 1.498 3.800 2.118
15 O -1.271 5.461 0.189
16 H 1.818 -0.058 -0.778
17 O -0.445 1.240 3.420
18 H 4.529 -3.426 -4.581
19 C 1.131 2.297 1.996
20 H 2.559 -3.590 -0.972
21 H 3.132 -1.650 -4.152
22 C 0.972 4.763 1.017
23 C -0.379 -3.727 -1.923
24 H -0.898 -2.768 -1.919
25 C 1.183 -0.923 -0.976
26 H 0.261 -3.431 -3.914
27 H 1.204 -5.864 -1.006
28 C 2.963 -3.170 -1.887
29 H 2.120 -0.596 -2.846
30 C 3.576 -3.749 -4.162
31 H -0.232 0.069 0.319
32 H -3.331 2.770 -0.401
33 C -4.219 2.919 4.491
34 H -3.295 4.848 4.668
35 H 1.185 -4.669 -3.085
36 C -0.331 1.929 2.482
37 H 0.638 -5.836 0.664
38 H -4.627 1.676 0.789
39 H 0.737 -3.522 -0.059
40 H -0.928 -3.975 0.126
41 F 1.403 1.751 0.789
42 C 0.730 -3.686 -2.963
43 H 4.760 -4.279 -2.397
44 F 1.952 1.666 2.867
45 Cl -3.488 0.506 3.718
46 C 1.356 -1.271 -2.462
47 C 2.587 -2.591 -4.134
48 H -4.979 4.788 5.319
49 H -1.136 6.333 -0.218
50 H -1.170 2.980 0.859
51 C -1.590 2.414 1.735
52 H 1.543 -1.696 -0.300
53 H 3.282 -5.192 -2.582
54 C -0.425 5.417 1.279
55 H -0.481 -6.265 -0.627
56 H -0.699 0.107 -1.373
57 C -0.044 -4.145 -0.493
58 H -4.682 4.763 3.536
59 F 1.179 4.184 3.353
60 O -3.587 3.481 1.603
61 H 0.455 -1.106 -3.053
62 C 0.354 -5.613 -0.365
63 F 0.973 4.239 -0.215
64 C -0.240 -0.511 -0.600
65 B -3.574 2.258 0.688
66 C 3.720 -4.201 -2.709
67 F 1.844 5.811 0.975
68 C -3.473 2.266 3.629

Summary:
LUMO   -0.720 eV
Spin multiplicity   1
Max |F|   2.75 eV/Å
Charge   0


# C21H32BCl7CrF8N2O27S4

A structure of composition C21H32BCl7CrF8N2O27S4 (ωB97M-V/def2-TZVPD, the Open Molecules 2025 dataset).

Cartesian coordinates (Å):
1 H -6.063 -4.039 -1.560
2 Cr 1.577 -3.153 1.121
3 O -0.904 3.172 2.445
4 B 3.754 -2.884 -1.359
5 H -4.666 -2.942 2.707
6 C -4.288 -3.532 -2.655
7 H 2.394 6.290 -1.400
8 F 4.118 -4.249 -1.315
9 C -1.043 4.658 -3.168
10 S 0.571 -5.003 -1.452
11 Cl -4.226 -4.062 0.072
12 O 1.408 0.085 -5.866
13 H -3.688 2.244 3.607
14 C 3.269 -0.701 2.526
15 O 2.955 4.400 -0.818
16 C 4.932 0.816 2.811
17 C 1.330 5.664 1.761
18 H -3.032 -4.834 4.440
19 H 1.554 -0.183 -3.833
20 H -1.300 3.685 -0.303
21 H -2.736 -4.847 2.705
22 H -3.082 3.012 -1.602
23 O 0.022 -3.693 5.379
24 C 0.296 -0.237 -6.554
25 F -1.443 -3.183 1.228
26 Cl 0.887 -3.072 4.411
27 H 3.602 2.037 3.959
28 H -2.695 1.149 2.777
29 C -0.909 3.414 -1.283
30 S 0.752 -6.334 0.522
31 F 1.743 -6.453 1.769
32 C -2.114 2.961 -2.095
33 O -0.732 -5.486 -1.806
34 S -1.283 -1.668 0.704
35 O -0.547 -6.547 1.044
36 C -0.010 3.949 2.338
37 O 0.079 1.013 0.670
38 N 1.053 -4.788 0.245
39 H 4.174 5.933 -1.422
40 H 1.774 6.098 0.869
41 O 2.730 0.337 3.198
42 N 0.287 -1.791 0.658
43 H -3.575 -2.714 -2.528
44 O 0.231 -0.547 -7.696
45 C -3.485 -4.644 3.467
46 H 3.355 2.072 2.165
47 H -4.859 -3.245 -3.537
48 H 5.509 1.361 2.067
49 C 1.123 0.512 -4.554
50 H -0.691 -0.307 -3.739
51 H -0.208 2.585 -1.214
52 O -0.805 5.508 -3.973
53 O 3.271 3.636 -2.853
54 O -1.890 -1.915 -0.588
55 O 0.664 -3.714 3.082
56 H -5.015 2.471 1.375
57 O -0.356 4.501 -2.018
58 H 1.515 1.486 -4.257
59 C 3.170 3.296 -1.570
60 O -1.946 -0.906 1.685
61 H -0.993 1.349 -4.275
62 F 2.750 -2.685 -0.352
63 H 2.622 3.836 1.703
64 O -0.784 -0.056 -5.752
65 O 2.689 -1.659 2.114
66 O 0.069 4.999 1.511
67 Cl -4.786 0.166 3.101
68 H -3.347 2.985 1.199
69 H 3.557 5.605 -3.756
70 O -0.120 -0.077 -1.490
71 F 0.231 -3.433 -1.606
72 O 1.091 3.873 3.104
73 C 3.169 5.558 -1.619
74 H -3.024 -2.580 3.318
75 O 0.557 -1.679 4.273
76 C -3.701 1.568 2.755
77 F 1.855 -0.110 -0.335
78 H 1.157 6.508 2.429
79 H -1.989 1.909 -2.361
80 C 2.148 4.532 2.392
81 C 2.981 5.030 -3.036
82 H 2.946 4.849 3.063
83 H -5.541 -2.492 -1.185
84 O 1.688 -5.161 -2.310
85 O 2.277 -3.208 4.712
86 O 4.553 -0.447 2.281
87 C -3.915 -3.190 3.453
88 Cl -4.860 -5.748 3.332
89 F 3.214 -2.610 -2.598
90 F 4.843 -2.107 -1.019
91 O 3.111 2.184 -1.142
92 Cl -3.569 -5.101 -2.893
93 H 1.929 5.105 -3.315
94 Cl -4.825 -2.727 4.909
95 H 5.560 0.569 3.667
96 S 0.276 -0.192 -0.101
97 C -0.411 0.450 -4.470
98 C 3.566 1.460 3.037
99 C -5.140 -3.488 -1.371
100 Cl -3.612 0.919 0.104
101 C -3.985 2.117 1.364
102 O -2.066 3.793 -3.249
103 O 1.320 -7.285 -0.375

Summary:
LUMO (alpha / beta)   -1.964 / -0.795 eV
Spin multiplicity   4
Max |F|   10.15 eV/Å
Charge   -1
<S²>   3.7741